82
Properties=species:S:1:pos:R:3 method="wB97M-V/def2-TZVPD" spin_multiplicity=1 e_homo_ev=-3.31 charge=-1
C 5.227 -2.577 0.858
O 4.160 -3.301 1.483
C 3.356 -2.439 2.333
Ga 2.439 -0.849 1.382
N 2.737 -0.805 -0.560
C 0.366 -1.059 1.602
C -0.257 0.000 2.621
C -0.503 1.416 1.954
N -0.143 1.768 0.556
O -1.068 2.286 2.656
B 3.169 0.956 2.135
O 2.922 1.483 3.475
O 4.007 1.783 1.258
C 5.403 1.484 1.525
H 6.083 -3.320 0.688
H 4.942 -2.206 -0.184
H 5.609 -1.704 1.492
H 3.927 -2.029 3.239
H 2.530 -3.099 2.774
H 2.053 -0.097 -0.884
H 3.646 -0.336 -0.702
H -0.118 -0.850 0.586
H 0.182 -2.143 1.871
H -1.294 -0.394 2.917
H 0.323 0.085 3.598
H -1.034 2.089 0.143
H 0.421 2.634 0.615
H 3.827 1.651 3.821
H 5.956 1.233 0.567
H 5.533 0.634 2.276
H 5.853 2.445 1.958
C -3.341 -2.066 -4.764
O -2.447 -1.809 -3.682
P -2.936 -0.721 -2.450
O -1.922 -1.293 -1.481
O -4.384 -1.489 -2.315
C -4.440 -2.718 -1.610
O -3.463 0.420 -1.270
C -3.746 1.717 -1.792
H -2.766 -2.139 -5.688
H -3.833 -3.028 -4.590
H -4.090 -1.283 -4.869
H -3.471 -3.221 -1.575
H -5.147 -3.372 -2.122
H -4.799 -2.535 -0.596
H -4.551 1.664 -2.534
H -2.851 2.145 -2.250
H -4.069 2.363 -0.974
C -6.888 -0.133 -9.935
O -5.988 0.069 -8.845
P -6.468 1.092 -7.555
O -5.452 0.502 -6.594
O -7.917 0.328 -7.445
C -7.985 -0.916 -6.764
O -7.019 2.254 -6.410
C -7.300 3.541 -6.964
H -6.317 -0.159 -10.863
H -7.379 -1.102 -9.807
H -7.640 0.653 -9.998
H -7.020 -1.425 -6.730
H -8.691 -1.556 -7.294
H -8.352 -0.751 -5.749
H -8.093 3.468 -7.717
H -6.400 3.964 -7.415
H -7.640 4.201 -6.165
C 6.281 -0.847 9.528
O 5.862 -1.144 8.197
P 5.584 0.153 7.107
O 5.710 -0.732 5.882
O 7.022 0.845 7.501
C 8.209 0.336 6.913
O 5.179 1.547 6.180
C 4.174 2.375 6.769
H 5.783 -1.533 10.215
H 7.360 -1.012 9.599
H 6.047 0.178 9.812
H 8.095 -0.697 6.577
H 9.001 0.367 7.662
H 8.494 0.970 6.072
H 4.512 2.753 7.741
H 3.246 1.814 6.893
H 3.989 3.225 6.110

16
Properties=species:S:1:pos:R:3 method="wB97M-V/def2-TZVPD" spin_multiplicity=5 e_homo_ev="-12.73 / -14.10" charge=+1
F -2.126 -0.868 -1.428
O 1.807 1.353 -0.250
C 2.877 0.886 -0.766
O 2.972 -0.460 -0.716
C 2.411 -1.309 0.361
C -1.982 -0.822 -0.064
O -1.079 0.186 0.269
C -1.566 1.534 0.106
Ir 0.788 -0.016 0.654
H 3.191 -1.402 1.133
H 2.245 -2.287 -0.121
H -1.562 -1.781 0.264
H -2.966 -0.601 0.370
H -0.711 2.201 0.260
H -1.943 1.669 -0.914
H -2.357 1.717 0.843

37
Properties=species:S:1:pos:R:3 method="wB97M-V/def2-TZVPD" spin_multiplicity=1 e_homo_ev=-12.54 charge=+1
O 1.898 -0.314 0.810
C 1.402 0.450 -0.060
Cl 1.600 0.024 -1.836
C 0.669 1.763 0.474
C -0.924 1.541 0.714
C -1.317 0.082 1.082
C -2.873 -0.022 1.344
C -3.550 1.349 1.160
Br -5.517 1.387 1.518
N -2.985 2.586 0.774
F -3.754 3.681 0.628
N -1.687 2.698 0.549
H 0.763 2.558 -0.362
H 1.136 2.215 1.411
H -0.612 -0.805 1.194
H -3.387 -1.000 1.630
C 4.691 -1.448 -0.623
N 5.720 -0.654 -1.342
O 5.595 0.562 -1.339
O 6.617 -1.276 -1.885
H 3.961 -0.768 -0.193
H 4.221 -2.110 -1.349
H 5.198 -2.014 0.158
C 6.091 -6.050 -0.367
N 5.305 -4.901 0.152
O 5.922 -3.901 0.480
O 4.094 -5.043 0.212
H 7.147 -5.783 -0.364
H 5.906 -6.899 0.290
H 5.748 -6.252 -1.381
C -7.694 4.502 -0.586
N -8.747 3.473 -0.385
O -9.883 3.765 -0.706
O -8.392 2.403 0.091
H -8.151 5.393 -1.012
H -7.258 4.721 0.388
H -6.953 4.085 -1.267

8
Properties=species:S:1:pos:R:3 method="wB97M-V/def2-TZVPD" spin_multiplicity=1 smiles=C[C@@H](F)Cl e_homo_ev=-11.02 charge=0
C -0.053 -0.158 0.331
C 1.170 0.476 -0.276
F 1.511 1.714 0.205
Cl 2.448 -0.703 -0.127
H -0.277 -0.935 -0.317
H -0.989 0.377 0.300
H 0.132 -0.455 1.340
H 0.749 0.863 -1.342

18
Properties=species:S:1:pos:R:3 method="wB97M-V/def2-TZVPD" spin_multiplicity=1 smiles=CC[C@@H](C)OC e_homo_ev=-9.54 charge=0
C 0.313 0.863 1.983
C 0.736 0.103 0.629
C 0.146 -0.147 -0.931
C 1.007 -1.166 -1.713
O -1.165 -0.633 -0.995
C -1.948 0.233 -0.222
H 0.039 1.923 1.897
H -0.474 0.384 2.586
H 1.197 0.857 2.651
H 0.965 -0.904 0.988
H 1.667 0.609 0.377
H 0.183 0.826 -1.457
H 2.051 -1.091 -1.408
H 0.979 -1.035 -2.808
H 0.652 -2.187 -1.521
H -2.890 -0.259 0.024
H -1.334 0.434 0.659
H -2.123 1.190 -0.737

62
Properties=species:S:1:pos:R:3 method="wB97M-V/def2-TZVPD" spin_multiplicity=1 e_homo_ev=-1.84 charge=-2
Zr -1.148 0.581 0.853
Br 4.034 0.883 1.585
C 2.722 0.388 2.849
C 3.140 0.044 4.145
C 2.232 -0.317 5.094
Br 2.858 -0.780 6.828
C 0.845 -0.322 4.810
C -0.177 -0.668 5.721
C -1.480 -0.587 5.336
C -1.787 -0.132 4.044
N -0.862 0.180 3.170
C 0.452 0.052 3.514
C 1.396 0.347 2.467
O 0.942 0.638 1.279
H 4.194 0.065 4.378
H 0.090 -1.016 6.709
H -2.282 -0.886 5.994
H -2.815 -0.057 3.714
C 3.819 -1.062 -3.893
C 3.266 0.256 -3.332
C 3.835 1.434 -4.135
C 3.723 0.389 -1.883
C 1.743 0.254 -3.447
C 1.153 0.103 -4.715
C -0.213 0.043 -4.891
C -1.023 0.147 -3.767
S -2.746 0.015 -3.625
C -2.616 0.215 -1.903
N -1.393 0.376 -1.477
C -0.463 0.327 -2.506
C 0.921 0.374 -2.339
C -3.751 0.171 -0.995
C -5.037 -0.090 -1.475
C -6.098 -0.135 -0.596
C -5.858 0.093 0.758
C -4.575 0.346 1.214
C -3.457 0.367 0.369
H 4.908 -1.078 -3.801
H 3.568 -1.192 -4.948
H 3.416 -1.912 -3.341
H 4.925 1.447 -4.059
H 3.453 2.381 -3.748
H 3.571 1.368 -5.192
H 4.814 0.359 -1.839
H 3.344 -0.421 -1.260
H 3.396 1.332 -1.440
H 1.789 0.009 -5.587
H -0.639 -0.102 -5.875
H 1.321 0.470 -1.337
H -5.206 -0.271 -2.532
H -7.097 -0.353 -0.951
H -6.683 0.063 1.461
H -4.447 0.518 2.279
Cl -1.092 5.443 -0.278
Si -0.346 3.490 0.130
Cl -1.988 2.943 1.707
Cl 1.199 4.010 1.490
Se 1.053 -5.103 1.340
Sb -1.163 -4.422 1.976
Se -1.167 -1.843 0.861
Se -1.500 -3.752 4.279
Se -3.014 -5.421 0.812